No. 1
20
Properties=species:S:1:pos:R:3 method="wB97M-V/def2-TZVPD" lumo_ev="-2.898 / -5.419" spin_multiplicity=3 total_charge=+1 s_squared=2.0051 homo_ev="-10.84 / -13.79"
C 2.40 -1.36 -0.24
C -1.59 1.37 -0.76
C -1.73 -0.57 0.68
C 0.52 0.17 0.02
N 1.03 -1.07 0.21
N -0.93 0.61 0.32
S 1.52 1.63 0.22
H 2.89 -2.00 0.65
H 2.54 -1.80 -1.22
H 2.99 -0.51 -0.37
H -1.21 2.32 -0.82
H -1.75 0.70 -1.61
H -2.47 1.72 -0.27
H -2.75 -0.24 0.99
H -1.83 -1.29 -0.10
H -1.30 -1.06 1.51
H 0.27 0.58 -2.04
H 0.43 -1.82 0.20
H -0.86 1.21 1.09
H 1.84 1.41 1.54

---

No. 2
8
Properties=species:S:1:pos:R:3 method="wB97M-V/def2-TZVPD" lumo_ev=0.119 smiles="O=NNO[N+](=O)[O-]" homo_ev=-10.03
O 1.85 0.94 -1.20
N 1.25 1.01 -0.15
N 0.09 0.49 -0.06
O -0.43 0.44 1.36
N 0.52 0.04 2.31
O 1.57 -0.31 1.95
O 0.01 0.02 3.35
H -0.60 0.24 -0.83

---

No. 3
50
Properties=species:S:1:pos:R:3 method="wB97M-V/def2-TZVPD" lumo_ev=-7.100 total_charge=+2 homo_ev=-14.04
Y 0.63 -0.65 0.12
Cl -0.03 1.66 0.82
P -0.08 -0.08 -2.38
C -1.48 -0.99 -3.09
C -1.22 -1.75 -4.23
C -2.30 -2.39 -4.85
C -3.61 -2.16 -4.38
C -3.90 -1.37 -3.24
C -2.80 -0.82 -2.57
C -0.17 1.74 -2.58
C 0.83 2.64 -2.16
C 0.59 4.02 -2.25
C -0.55 4.49 -2.94
C -1.53 3.59 -3.37
C -1.34 2.22 -3.19
C 1.57 -0.53 -3.04
C 2.60 -1.22 -2.34
C 3.84 -1.38 -2.99
C 4.00 -0.89 -4.30
C 2.98 -0.20 -4.97
C 1.76 -0.01 -4.32
H 1.79 2.25 -1.78
H 1.30 4.73 -1.80
H -0.62 5.55 -3.21
H -2.42 3.94 -3.90
H -2.03 1.49 -3.62
H -0.20 -1.77 -4.62
H -2.11 -3.02 -5.73
H -4.45 -2.54 -4.94
H -4.95 -1.15 -2.91
H -2.95 -0.17 -1.69
H 2.41 -1.73 -1.35
H 4.67 -1.91 -2.50
H 4.93 -1.08 -4.83
H 3.09 0.17 -5.99
H 0.94 0.54 -4.78
H 0.26 -3.69 -2.43
H 1.00 -3.60 -2.32
C 0.58 0.03 4.18
N -0.08 -1.29 4.08
C -0.46 -1.89 5.36
C -0.46 -1.94 3.00
O -0.09 -1.52 1.83
H 0.67 0.23 5.26
H 0.05 0.82 3.63
H 1.62 -0.04 3.81
H -1.54 -1.94 5.48
H -0.10 -2.92 5.45
H -0.06 -1.28 6.17
H -1.09 -2.85 3.12

---

No. 4
19
Properties=species:S:1:pos:R:3 method="wB97M-V/def2-TZVPD" lumo_ev=-3.134 total_charge=+1 smiles=C[C@@H]([NH3+])CCN homo_ev=-13.99
C -1.28 -1.92 -0.47
C -0.34 -0.74 -0.33
N 0.03 0.02 -1.56
C -0.64 0.22 0.81
C 0.57 0.96 1.40
N 1.54 1.49 0.42
H -1.29 -2.48 0.44
H -0.99 -2.59 -1.28
H -2.28 -1.55 -0.73
H 0.65 -1.12 -0.05
H 0.70 0.78 -1.07
H -0.72 0.45 -2.09
H 0.61 -0.55 -2.19
H -1.11 -0.29 1.65
H -1.38 0.94 0.47
H 0.23 1.64 2.10
H 1.10 0.18 1.95
H 1.63 2.48 0.35
H 2.39 0.95 0.31

---

No. 5
52
Properties=species:S:1:pos:R:3 method="wB97M-V/def2-TZVPD" lumo_ev="-5.241 / -5.252" total_charge=+1 homo_ev="-9.91 / -9.82"
O 2.64 1.19 -3.87
H 3.43 1.10 -4.42
Sc -0.18 -0.01 0.22
N -2.00 -0.94 -0.47
N -0.97 1.04 -1.53
N 0.91 -0.97 1.83
N 1.78 0.88 0.39
O -2.32 -2.07 0.08
O 0.36 -2.00 2.63
O 2.22 1.88 -0.49
O -0.21 1.95 -2.06
C -2.24 0.81 -1.97
C -2.87 -0.28 -1.28
C 1.96 -0.33 2.37
C 2.50 0.69 1.52
C -4.31 -0.64 -1.31
H -4.76 -0.44 -0.33
H -4.42 -1.71 -1.52
H -4.85 -0.07 -2.07
C -2.91 1.64 -3.01
H -2.38 1.58 -3.97
H -2.97 2.68 -2.68
H -3.93 1.29 -3.18
C 2.40 -0.61 3.76
C 3.73 1.45 1.89
H 1.97 -1.55 4.12
H 2.06 0.19 4.45
H 3.49 -0.66 3.82
H 3.83 2.34 1.27
H 4.63 0.83 1.80
H 3.69 1.76 2.95
H -0.46 -2.27 2.17
H 1.48 1.96 -1.17
C 2.23 -0.12 -3.48
H 1.14 -0.08 -3.45
H 2.63 -0.35 -2.48
H 2.54 -0.91 -4.17
O 0.54 -1.89 -0.94
H 1.24 -2.40 -0.49
H -0.27 -2.45 -0.98
N -4.02 -2.15 5.75
C -3.56 -1.37 5.01
C -2.94 -0.46 4.07
C -1.67 0.08 4.31
C -1.03 0.72 3.26
N -1.52 0.69 2.00
C -2.87 0.57 1.91
C -3.59 -0.11 2.88
H -1.18 -0.01 5.28
H -0.06 1.21 3.42
H -3.36 0.97 1.01
H -4.63 -0.37 2.69

---

No. 6
84
Properties=species:S:1:pos:R:3 method="wB97M-V/def2-TZVPD" lumo_ev=0.191 smiles="O=C1OC[C@@H](F)O1.O=C1OC[C@@H](F)O1.O=C1OC[C@@H](F)O1.O=C1OC[C@@H](F)O1.O=C1OC[C@@H](F)O1.O=C1OC[C@@H](F)O1.COC(=O)OC.COC(=O)OC" homo_ev=-10.62
O 6.98 2.63 7.67
C 8.17 2.70 7.81
O 9.08 1.67 7.71
C 10.40 2.02 7.98
C 10.19 3.43 8.42
F 11.02 4.26 7.77
O 8.83 3.72 8.15
H 10.98 1.49 8.73
H 11.00 1.83 7.09
H 10.34 3.47 9.50
O 8.30 4.64 -1.26
C 8.72 5.29 -0.22
O 8.60 4.94 0.99
C 8.60 6.16 1.75
C 9.32 7.10 0.89
F 10.58 7.28 1.42
O 9.28 6.50 -0.27
H 7.62 6.60 1.92
H 9.12 6.16 2.71
H 8.78 8.05 0.89
O -6.74 -4.41 -7.87
C -7.71 -4.40 -8.61
O -7.76 -4.18 -9.92
C -9.08 -4.25 -10.42
C -9.75 -5.07 -9.26
F -9.75 -6.48 -9.45
O -8.93 -4.70 -8.15
H -9.53 -3.27 -10.54
H -9.09 -4.87 -11.32
H -10.77 -4.70 -9.19
O 1.02 -7.77 7.94
C 0.80 -6.68 7.36
O 0.25 -6.56 6.08
C 0.26 -5.25 5.60
C 0.95 -4.48 6.71
F 0.08 -3.51 7.11
O 1.13 -5.47 7.75
H 0.76 -5.14 4.64
H -0.73 -4.88 5.33
H 1.85 -3.95 6.38
O -9.07 -0.93 -0.63
C -8.62 -2.07 -0.56
O -7.77 -2.62 -1.45
C -7.38 -3.93 -1.17
C -7.67 -4.00 0.31
F -6.59 -3.71 1.00
O -8.62 -2.99 0.52
H -8.15 -4.57 -1.59
H -6.37 -4.18 -1.47
H -8.06 -4.99 0.55
O 4.99 -2.98 -7.22
C 5.20 -1.93 -6.56
O 6.08 -0.92 -6.82
C 5.85 0.03 -5.76
C 4.54 -0.36 -5.13
F 3.61 0.18 -5.89
O 4.58 -1.73 -5.36
H 6.64 -0.05 -5.02
H 5.88 1.07 -6.07
H 4.49 -0.11 -4.07
C -0.86 -1.51 -1.61
O 0.38 -0.90 -1.04
C 0.38 -0.60 0.30
O -0.48 -0.91 1.10
O 1.63 0.01 0.55
C 1.76 0.61 1.86
H -1.06 -2.48 -1.15
H -0.64 -1.71 -2.66
H -1.74 -0.89 -1.45
H 1.01 1.38 2.05
H 2.67 1.17 1.68
H 1.74 -0.23 2.56
C -8.48 5.41 -0.87
O -7.21 4.93 -0.31
C -6.38 5.67 0.31
O -6.37 6.89 0.38
O -5.26 4.88 0.59
C -5.29 3.44 0.78
H -8.77 4.83 -1.75
H -8.47 6.48 -1.08
H -9.36 5.19 -0.27
H -5.06 2.75 -0.03
H -6.30 3.11 1.02
H -4.61 3.35 1.63

---

No. 7
4
Properties=species:S:1:pos:R:3 method="wB97M-V/def2-TZVPD" lumo_ev=0.952 homo_ev=-10.16
C 0.37 -0.33 0.42
O 1.11 -0.60 1.30
H 0.07 0.94 0.05
H -0.14 -1.02 -0.23

---

Values of ΔE to the lowest compared entry with this formula, charge and spin, in order: 110.3; 307.4; 47.9; 74.7; 0.0; 498.6; 56.5, all in kJ/mol.
Values of molar mass, in order: 121.23; 107.03; 461.76; 89.16; 429.35; 816.47; 30.03, all in g/mol.